The following is a quantum chemistry calculation of a structure of composition C31H46ClN5O6PRe, from OMol25.

The geometry in XYZ format:
```
91
C31H46ClN5O6PRe | OMol25 | ωB97M-V/def2-TZVPD
Re 0.1837 -0.8236 -0.1221
O 1.9412 2.9763 4.6640
C 1.3584 3.8755 3.9045
O 1.3997 5.0598 4.1625
C 0.6249 3.3618 2.7153
C -0.2101 4.1064 1.9040
Cl -0.4726 5.7859 1.9829
N -0.7119 3.2838 0.9413
N -0.2112 2.0445 1.0926
C 0.5804 2.0631 2.1402
C 1.2860 0.7982 2.5746
O 1.7855 0.8053 3.7223
O 1.3702 -0.1747 1.7804
C -1.7039 3.5171 -0.0562
C -2.6560 4.5215 0.0668
C -3.6320 4.6630 -0.9065
C -3.6764 3.8086 -1.9949
C -2.7266 2.8055 -2.1075
C -1.7447 2.6561 -1.1466
H 1.8239 2.0228 4.3008
H -2.6668 5.1716 0.9231
H -4.3782 5.4387 -0.7903
H -4.4566 3.9160 -2.7378
H -2.7628 2.1177 -2.9429
H -1.0294 1.8496 -1.2108
O -0.4062 -2.3403 1.4322
C -1.4482 -1.7718 1.8044
C -2.3011 -2.1689 2.9890
C -3.2483 -0.9806 3.0920
C -3.0134 -0.2021 1.7813
O -3.6941 0.7342 1.4306
N -1.9281 -0.7327 1.1295
H -1.6816 -2.3387 3.8687
H -2.8142 -3.1023 2.7477
H -2.9881 -0.3215 3.9213
H -4.3007 -1.2442 3.1798
C 1.0884 2.6005 -2.2339
C 1.1319 1.0794 -2.4592
C 0.1031 0.6562 -3.5407
C 2.5497 0.6858 -2.9118
N 0.8982 0.4197 -1.2199
H 1.4584 3.1274 -3.1171
H 1.7148 2.8534 -1.3777
H 0.0707 2.9304 -2.0237
H 0.5433 0.6776 -4.5399
H -0.7616 1.3217 -3.5268
H -0.2341 -0.3550 -3.3096
H 2.7743 1.1283 -3.8840
H 2.6229 -0.4001 -2.9727
H 3.2738 1.0329 -2.1743
C -0.8212 -3.7826 -4.0337
C 0.6433 -3.9923 -3.6263
C 1.1794 -5.2969 -4.2132
C 1.4215 -2.8118 -4.2281
P 0.6836 -3.8036 -1.7127
N 0.3161 -2.3246 -1.4449
C 2.4261 -4.2847 -1.0659
C 2.5434 -3.8120 0.3895
C 3.4256 -3.4447 -1.8702
C 2.8002 -5.7614 -1.1898
C -0.5893 -5.0696 -0.9977
C -0.7256 -6.4076 -1.7285
C -0.2379 -5.3831 0.4620
C -1.9426 -4.3439 -0.9917
H -0.8834 -3.6186 -5.1130
H -1.2110 -2.8984 -3.5269
H -1.4471 -4.6404 -3.7962
H 0.9900 -5.3045 -5.2913
H 0.7108 -6.1833 -3.7907
H 2.2577 -5.3769 -4.0720
H 1.0605 -2.6106 -5.2405
H 2.4885 -3.0074 -4.2977
H 1.2578 -1.9232 -3.6191
H 2.0979 -2.8238 0.5076
H 3.5994 -3.7234 0.6573
H 2.0797 -4.4909 1.0996
H 3.0828 -2.4097 -1.9184
H 3.5699 -3.8335 -2.8769
H 4.3994 -3.4566 -1.3736
H 2.0867 -6.4195 -0.6966
H 3.7744 -5.9205 -0.7174
H 2.8801 -6.0696 -2.2318
H 0.2242 -6.9423 -1.7813
H -1.1238 -6.2980 -2.7358
H -1.4260 -7.0340 -1.1671
H 0.6540 -6.0029 0.5409
H -1.0649 -5.9417 0.9126
H -0.0970 -4.4717 1.0324
H -2.3896 -4.2879 -1.9817
H -1.8234 -3.3258 -0.6238
H -2.6405 -4.8735 -0.3354
```

Values from the calculation:
Highest occupied orbital energy (alpha / beta) = -0.1344 / -0.1923 Eh
Energy relative to the best compared isomer or geometry (same formula, charge and spin) = 38.79 kcal per mole
Net charge = -1
Kohn-Sham gap (alpha / beta) = 6.0 / 7.6 eV
2S+1 = 4
Strongest force on any atom = 2.231 eV/A

Need the Mulliken charges? In units of e they are: number 1, Re, carries 0.153; number 2, O, carries -0.609; number 3, C, carries 0.503; number 4, O, carries -0.652; number 5, C, carries -0.287; number 6, C, carries 0.089; number 7, Cl, carries -0.171; number 8, N, carries 0.251; number 9, N, carries 0.341; number 10, C, carries 0.440; number 11, C, carries 0.274; number 12, O, carries -0.851; number 13, O, carries -0.633; number 14, C, carries 0.256; number 15, C, carries -0.736; number 16, C, carries -0.741; number 17, C, carries -0.680; number 18, C, carries -0.872; number 19, C, carries 0.610; number 20, H, carries 0.432; number 21, H, carries 0.390; number 22, H, carries 0.363; number 23, H, carries 0.385; number 24, H, carries 0.449; number 25, H, carries 0.168; number 26, O, carries -0.608; number 27, C, carries 0.402; number 28, C, carries -0.567; number 29, C, carries -0.522; number 30, C, carries 0.086; number 31, O, carries -0.701; number 32, N, carries 0.024; number 33, H, carries 0.326; number 34, H, carries 0.248; number 35, H, carries 0.236; number 36, H, carries 0.338; number 37, C, carries -1.288; number 38, C, carries 1.809; number 39, C, carries -1.214; number 40, C, carries -1.792; number 41, N, carries 0.203; number 42, H, carries 0.476; number 43, H, carries 0.299; number 44, H, carries 0.185; number 45, H, carries 0.404; number 46, H, carries 0.208; number 47, H, carries 0.053; number 48, H, carries 0.437; number 49, H, carries 0.382; number 50, H, carries 0.417; number 51, C, carries -2.047; number 52, C, carries 2.196; number 53, C, carries -2.023; number 54, C, carries -1.811; number 55, P, carries -0.132; number 56, N, carries 0.595; number 57, C, carries 2.200; number 58, C, carries -1.815; number 59, C, carries -1.911; number 60, C, carries -1.763; number 61, C, carries 2.764; number 62, C, carries -2.160; number 63, C, carries -2.061; number 64, C, carries -1.840; number 65, H, carries 0.616; number 66, H, carries 0.329; number 67, H, carries 0.310; number 68, H, carries 0.519; number 69, H, carries 0.238; number 70, H, carries 0.328; number 71, H, carries 0.576; number 72, H, carries 0.243; number 73, H, carries 0.145; number 74, H, carries 0.386; number 75, H, carries 0.613; number 76, H, carries 0.231; number 77, H, carries 0.321; number 78, H, carries 0.181; number 79, H, carries 0.634; number 80, H, carries 0.260; number 81, H, carries 0.514; number 82, H, carries 0.239; number 83, H, carries 0.295; number 84, H, carries 0.340; number 85, H, carries 0.547; number 86, H, carries 0.319; number 87, H, carries 0.642; number 88, H, carries 0.196; number 89, H, carries 0.272; number 90, H, carries 0.287; number 91, H, carries 0.514